Here is an isolated ion of composition C6H11ClN and charge +1 from the Open Molecules 2025 dataset. Energies are from wB97M-V/def2-TZVPD.

Each line ends with the natural charge from an NBO analysis.
Element x y z (Å)
1 C -0.717 1.025 -1.469  -0.596
2 C 0.332 0.909 -0.419  -0.542
3 C -0.056 0.028 0.599  0.258
4 C 0.924 -0.488 1.724  -0.622
5 N -0.684 -1.257 0.042  -0.729
6 C -1.437 0.698 1.532  -0.150
7 C -2.519 0.989 1.909  -0.089
8 Cl -3.948 1.465 2.518  0.193
9 H -1.592 1.332 -1.056  0.223
10 H -0.929 0.017 -1.959  0.169
11 H -0.518 1.770 -2.302  0.270
12 H 1.239 0.860 -0.954  0.264
13 H 0.470 1.792 0.137  0.271
14 H 1.913 -0.849 1.260  0.235
15 H 0.412 -1.334 2.207  0.220
16 H 1.106 0.243 2.470  0.259
17 H -0.068 -1.803 -0.553  0.448
18 H -1.358 -0.844 -0.627  0.452
19 H -1.257 -1.662 0.780  0.465

Summary:
Structure (SMILES) ... CC[C@](C)([NH3+])C#CCl
Total charge ... +1
HOMO-LUMO gap ... 0.385 Eh
Molecular weight ... 132.6 g/mol
Energy above the lowest of the compared OMol25 structures with the same formula, charge and spin ... 2.907 eV
Multiplicity ... 1

---

Here is an isolated ion of composition C5H9NO2PS and charge -1 from the Open Molecules 2025 dataset. Energies are from wB97M-V/def2-TZVPD.

Each line ends with the natural charge from an NBO analysis.
Element x y z (Å)
1 C -1.616 -1.484 0.588  -0.039
2 C -1.855 -1.057 -0.925  -0.645
3 C -0.527 1.168 -0.144  -0.422
4 C -0.519 2.404 0.769  -0.705
5 C 2.245 -1.265 -0.158  -0.272
6 N -0.930 -0.811 1.319  -0.440
7 O 2.110 1.340 0.233  -1.194
8 O 1.449 -0.634 -1.130  -0.851
9 P 1.173 1.062 -0.894  1.403
10 S -1.950 0.708 -0.937  0.313
11 H -1.975 -2.455 0.830  0.150
12 H -0.946 -1.200 -1.545  0.262
13 H -2.818 -1.295 -1.449  0.211
14 H -0.163 2.161 1.727  0.256
15 H -1.564 2.764 0.915  0.199
16 H 0.319 3.041 0.550  0.251
17 H 3.099 -1.755 -0.748  0.136
18 H 1.795 -2.168 0.368  0.155
19 H 2.672 -0.525 0.630  0.232

Summary:
Total charge ... -1
HOMO-LUMO gap (alpha / beta) ... 0.236 / 0.230 Eh
Molecular weight ... 178.2 g/mol
Energy above the lowest of the compared OMol25 structures with the same formula, charge and spin ... 2.463 eV
Multiplicity ... 1

---

Here is an isolated ion of composition CH5N2S and charge +1 from the Open Molecules 2025 dataset. Energies are from wB97M-V/def2-TZVPD.

Each line ends with the natural charge from an NBO analysis.
Element x y z (Å)
1 N -0.930 -0.555 0.343  -0.686
2 C 0.187 -0.013 -0.460  -0.128
3 N 1.106 0.861 0.339  -0.682
4 S 1.813 -0.630 -0.260  0.470
5 H -0.451 -0.916 1.102  0.447
6 H -1.185 -1.311 -0.276  0.460
7 H -1.579 0.265 0.609  0.479
8 H -0.268 0.548 -1.259  0.236
9 H 1.305 1.751 -0.139  0.403

Summary:
Structure (SMILES) ... [NH3+][C@H]1NS1
Total charge ... +1
HOMO-LUMO gap ... 0.365 Eh
Molecular weight ... 77.1 g/mol
Energy above the lowest of the compared OMol25 structures with the same formula, charge and spin ... 2.095 eV
Multiplicity ... 1

---

Here is a 2-piece molecular cluster, C4H12N4O overall from the Open Molecules 2025 dataset. Energies are from wB97M-V/def2-TZVPD.

Each line ends with the natural charge from an NBO analysis.
Element x y z (Å)
1 C 0.021 0.034 2.247  -0.432
2 N -0.567 -0.453 0.995  -0.692
3 C 0.435 -1.780 0.248  0.154
4 N 0.953 -2.655 0.985  -0.676
5 H -1.477 -0.874 1.163  0.394
6 H 1.490 -2.350 1.791  0.359
7 H -0.179 -2.022 -0.627  0.200
8 H 0.991 0.476 2.021  0.209
9 H 0.155 -0.793 2.947  0.209
10 H -0.607 0.793 2.712  0.220
11 C -0.636 1.930 -0.818  -0.778
12 C -0.526 1.077 -1.895  0.482
13 N 1.463 -0.010 -1.354  -0.483
14 O -1.555 1.039 -2.785  -0.677
15 N 0.393 0.106 -2.141  -0.445
16 H -1.356 0.304 -3.384  0.490
17 H 1.579 0.789 -0.714  0.317
18 H 1.324 -0.891 -0.610  0.267
19 H -0.743 0.403 0.308  0.452
20 H -1.401 2.692 -0.850  0.233
21 H 0.243 2.184 -0.239  0.196

Summary:
HOMO-LUMO gap (alpha / beta) ... 0.261 / 0.237 Eh
Molecular weight ... 132.2 g/mol
Energy above the lowest of the compared OMol25 structures with the same formula, charge and spin ... 6.370 eV
Multiplicity ... 1

---

Max |F|: 7.375 2.732 3.620 1.456 (eV Å⁻¹)